ORCA calculation (wB97M-V/def2-TZVPD) on a cluster of 6 separate species, C9H17BCl10N4O2 in total at a distorted geometry.

The geometry in ORCA input format:
```
! wB97M-V def2-TZVPD RIJCOSX def2/J DEFGRID3
* xyz 0 1
N 0.49394 -2.47451 3.62837
C 0.25524 -1.97672 2.61920
C -0.12378 -1.38178 1.34393
B -1.41314 -0.44764 1.56140
N -2.66962 -0.93284 1.10325
O -1.28177 0.77636 2.18825
C 1.06603 -0.67594 0.64090
N 0.65440 -0.03230 -0.60182
O 2.06783 -1.63485 0.35744
C 1.69926 0.33946 1.51031
N 2.31086 1.07841 2.14187
H -0.41916 -2.20731 0.68839
H -3.28578 -0.16347 0.84588
H -2.56247 -1.50416 0.26840
H -1.63018 1.48699 1.63762
H 0.26465 0.89497 -0.45708
H -0.03984 -0.60380 -1.07506
H 1.83981 -2.02947 -0.49566
Cl 0.26077 3.15646 0.43729
C 1.84472 3.91932 0.19660
Cl 2.23968 5.02722 1.50620
H 2.59070 3.13359 0.16266
H 1.81594 4.47220 -0.73448
Cl -2.81810 1.56314 -3.47822
C -4.06778 1.78016 -2.25567
Cl -3.37036 1.73833 -0.62450
H -4.54347 2.74309 -2.39392
H -4.78762 0.97617 -2.34679
Cl -0.39914 3.48630 -5.82450
C 0.53170 2.35524 -4.83647
Cl 0.56813 2.82918 -3.13449
H 0.07227 1.37632 -4.90833
H 1.54854 2.32718 -5.20796
Cl -0.48188 -2.92043 -2.70277
C -1.44252 -4.15496 -1.87458
Cl -2.80750 -3.44532 -1.00130
H -1.82420 -4.85417 -2.60796
H -0.80522 -4.65958 -1.15841
Cl 4.44524 -2.72671 6.29545
C 3.57980 -1.85170 5.02024
Cl 4.61054 -1.53086 3.62013
H 2.73546 -2.44833 4.70180
H 3.24605 -0.90273 5.42138
*
```

Calculated values
* HOMO: -10.2022 eV
* LUMO energy: 0.0 eV
* frontier orbital gap: 10.194 eV

---

ORCA calculation (wB97M-V/def2-TZVPD) on a cluster of 2 separate species, C3H5N2O4P in total at a distorted geometry.

The geometry in ORCA input format:
```
! wB97M-V def2-TZVPD RIJCOSX def2/J DEFGRID3
* xyz -2 1
C -0.32682 0.62055 1.24495
C 0.70364 -1.48509 -0.75217
C 0.57737 1.67532 0.61142
N -0.35240 0.32937 2.46773
N -0.69301 -0.17701 3.47906
O -0.33069 0.52307 -2.53882
O -0.94477 -1.86409 -2.72685
O -1.83536 -0.59574 -0.78681
O 1.87399 -1.40078 -0.43340
P -0.68802 -0.72590 -1.80623
H -0.93341 0.02465 0.58170
H 0.29896 -2.53444 -0.70291
H 1.48040 1.52132 1.12718
H 0.35440 2.73632 0.72278
H 0.81571 1.35247 -0.48763
*
```

Calculated values
* HOMO: 0.0843 eV
* LUMO energy: 6.5 eV
* frontier orbital gap: 6.440 eV

---

ORCA calculation (wB97M-V/def2-TZVPD) on a structure of composition CHBr2IO2S at a distorted geometry.

The geometry in ORCA input format:
```
! wB97M-V def2-TZVPD RIJCOSX def2/J DEFGRID3
* xyz 0 1
C -0.51125 0.46107 0.53070
O -0.75994 -0.92968 -1.55233
O 0.98295 -1.49780 0.19308
S 0.24661 -0.61948 -0.61566
Br -2.03757 -0.42863 1.24798
Br 0.95395 0.70683 1.96468
I 1.73423 0.91903 -1.76352
H -0.60897 1.38867 -0.00493
*
```

Calculated values
* HOMO: -10.3373 eV
* LUMO energy: -1.1 eV
* frontier orbital gap: 9.196 eV